1.
This record from OMol25 describes a cluster of 5 separate species, C2H11O6 in total. The level of theory is ωB97M-V with the def2-TZVPD basis set.

Geometry (Å):
O1 0.14 0.08 0.57
C1 1.11 0.92 0.56
O2 1.85 1.21 1.50
C2 1.24 1.78 -0.69
H1 0.31 1.87 -1.26
H2 1.39 2.81 -0.41
H3 1.86 1.44 -1.51
H4 -1.98 1.69 1.50
H5 -1.28 0.91 0.24
O3 -2.06 1.43 0.57
H6 0.08 -1.01 -1.93
H7 0.08 0.44 -2.65
O4 0.45 -0.44 -2.61
H8 0.52 -2.03 -0.76
H9 -0.64 -2.86 0.09
O5 -0.12 -2.72 -0.72
H10 -0.94 -1.46 1.75
H11 -1.82 -0.97 0.66
O6 -1.75 -1.70 1.26

The value obtained for the orbital gap is 8.9273 eV. For the molecular weight, the calculation gives 131.1 g mol⁻¹. The total charge is -1. As for the LUMO energy: 3.67 eV.

2.
This record from OMol25 describes a cluster of 5 separate species, C2H11O6 in total. The level of theory is ωB97M-V with the def2-TZVPD basis set.

Geometry (Å):
O1 1.14 0.72 0.98
C1 -0.05 0.99 1.16
O2 -0.71 1.99 0.66
C2 -0.80 0.03 1.99
H1 -0.09 -0.29 2.71
H2 -1.57 0.60 2.56
H3 -1.30 -0.76 1.39
H4 2.01 -0.94 0.83
H5 2.58 -1.28 -0.58
O3 2.41 -1.60 0.24
H6 -2.34 0.03 -0.44
H7 -2.31 1.55 0.01
O4 -2.90 0.71 -0.06
H8 -0.26 -0.22 -2.58
H9 0.19 -1.62 -2.45
O5 -0.60 -1.07 -2.70
H10 1.62 0.09 -0.60
H11 1.33 1.01 -1.60
O6 1.64 0.06 -1.53

The value obtained for the orbital gap is 9.0302 eV. For the molecular weight, the calculation gives 131.1 g mol⁻¹. The total charge is -1. As for the LUMO energy: 3.67 eV.

Verdict on stability: 2 comes out at the bottom.

1.
This record from OMol25 describes a cluster of 2 separate species, C4H5I in total. The level of theory is ωB97M-V with the def2-TZVPD basis set.

Geometry (Å):
C1 -0.24 1.92 0.56
C2 -0.95 1.06 0.06
C3 -1.37 -0.11 -0.46
C4 1.26 -1.37 -0.13
I1 2.30 0.31 0.61
H1 0.31 2.54 1.22
H2 -1.51 -0.08 -1.52
H3 -1.36 -0.95 0.17
H4 0.87 -1.25 -1.09
H5 0.69 -2.07 0.58

The value obtained for the orbital gap (alpha / beta) is 7.6489 / 7.9627 eV. For the molecular weight, the calculation gives 180.0 g mol⁻¹. As for the LUMO energy (alpha / beta): -0.36 / -0.51 eV.

2.
This record from OMol25 describes a structure of composition C4H5I. The level of theory is ωB97M-V with the def2-TZVPD basis set.

Geometry (Å):
C1 -0.40 -0.49 1.76
C2 0.53 0.41 -1.76
C3 0.10 -0.64 0.53
C4 -0.11 0.45 -0.63
I1 -1.13 2.22 -0.35
H1 -0.28 -1.28 2.49
H2 -0.99 0.27 2.25
H3 0.56 1.06 -2.57
H4 1.10 -0.46 -1.84
H5 0.63 -1.53 0.10

The value obtained for the orbital gap is 9.7104 eV. For the molecular weight, the calculation gives 180.0 g mol⁻¹. As for the LUMO energy: 0.70 eV.

3.
This record from OMol25 describes an isolated molecule of C4H5I. The level of theory is ωB97M-V with the def2-TZVPD basis set.

Geometry (Å):
C1 1.16 1.47 0.00
C2 0.46 0.33 0.10
C3 0.07 -1.01 0.45
C4 -0.99 -0.46 -0.54
I1 -2.91 -0.07 -0.01
H1 0.74 2.36 -0.58
H2 2.06 1.46 0.44
H3 0.53 -1.97 0.23
H4 -0.09 -1.30 1.51
H5 -1.02 -0.82 -1.60

The value obtained for the orbital gap is 9.2758 eV. For the molecular weight, the calculation gives 180.0 g mol⁻¹. The SMILES is C=C1C[C@H]1I. As for the LUMO energy: 0.71 eV.

Verdict on stability: 1 comes out at the bottom.